The following is a quantum chemistry calculation of a structure of composition C17H48CrNO18P4 at a distorted geometry, from the OMol25 dataset.

XYZ file:
```
89
Properties=species:S:1:pos:R:3
Cr -0.28 0.05 0.02
C -3.01 3.05 -1.66
C -2.72 1.59 -1.49
O -2.11 1.12 -0.25
H -3.60 3.40 -0.81
H -3.44 3.39 -2.61
H -2.12 3.69 -1.67
H -2.16 1.29 -2.38
H -3.70 1.13 -1.63
C 1.22 2.22 3.22
C -0.06 1.49 3.04
O -0.15 0.65 2.15
N -1.10 1.84 3.76
C -2.45 1.42 3.31
H 1.98 1.66 3.77
H 1.09 3.11 3.84
H 1.71 2.58 2.31
H -1.07 2.46 4.55
H -3.31 2.03 3.58
H -2.78 0.45 3.70
H -2.53 1.22 2.24
C 2.89 -0.56 -3.27
O 1.84 -1.36 -3.79
P 0.33 -1.34 -3.21
O 0.06 -0.52 -1.94
O -0.57 -0.80 -4.45
C 0.01 0.22 -5.21
O 0.11 -2.96 -3.18
C -1.02 -3.62 -2.78
H 2.62 0.17 -2.51
H 3.18 0.01 -4.16
H 3.66 -1.22 -2.87
H 0.90 0.05 -5.82
H 0.33 1.04 -4.56
H -0.78 0.67 -5.82
H -1.61 -2.94 -2.17
H -0.67 -4.44 -2.15
H -1.59 -3.93 -3.66
C 0.59 3.02 -2.89
O 0.67 3.91 -1.75
P 1.14 3.28 -0.32
O 0.91 1.78 -0.21
O 2.70 3.65 -0.32
C 3.00 5.05 -0.53
O 0.54 4.26 0.79
C -0.82 4.40 1.20
H 1.21 2.13 -2.75
H 0.98 3.53 -3.77
H -0.45 2.71 -3.04
H 3.73 5.11 -1.34
H 3.12 5.52 0.45
H 2.16 5.65 -0.89
H -1.37 3.46 1.16
H -1.30 5.13 0.55
H -1.07 4.80 2.18
C -4.24 -2.84 2.88
O -3.26 -2.04 2.25
P -2.27 -2.74 1.12
O -1.28 -1.81 0.55
O -1.67 -4.08 1.82
C -0.64 -4.03 2.81
O -3.17 -3.29 -0.09
C -4.11 -2.46 -0.63
H -4.45 -3.66 2.19
H -5.17 -2.29 2.94
H -4.01 -3.38 3.80
H -0.86 -4.85 3.50
H -0.77 -3.15 3.44
H 0.36 -4.12 2.38
H -3.90 -2.21 -1.67
H -4.28 -1.53 -0.08
H -5.00 -3.10 -0.58
C 2.49 -1.55 3.12
O 3.03 -2.24 2.02
P 2.81 -1.72 0.59
O 1.47 -1.11 0.42
O 4.04 -0.69 0.28
C 5.20 -0.70 1.11
O 3.15 -2.98 -0.35
C 2.24 -4.07 -0.54
H 2.02 -0.58 2.96
H 3.31 -1.30 3.79
H 1.76 -2.06 3.76
H 5.76 -1.62 0.99
H 4.95 -0.61 2.16
H 5.79 0.16 0.77
H 1.81 -4.03 -1.54
H 1.40 -3.97 0.15
H 2.66 -5.05 -0.29
```

Output
ΔE to the lowest compared entry with this formula, charge and spin: 3.4159 eV
maximum force: 4.3 eV/Å
2S+1: 5
net charge: +1
HOMO level (spin up / spin down): -8.6808 / -9.8894 eV

---

The following is a quantum chemistry calculation of a structure of composition C17H48N4O21S4 at a distorted geometry, from the OMol25 dataset.

XYZ file:
```
94
Properties=species:S:1:pos:R:3
C -1.90 -2.73 1.14
O -1.56 -3.84 1.90
H -1.06 -2.03 1.05
H -2.30 -3.01 0.17
H -2.68 -2.15 1.64
H -2.02 -3.76 2.74
O 0.94 -2.18 -0.44
S 0.37 -2.12 -1.80
O 0.54 -1.04 -2.76
O 0.86 -3.53 -2.64
C 1.14 -4.68 -1.79
C 0.46 -5.97 -2.44
C -1.47 -2.35 -1.81
H 0.79 -4.58 -0.76
H 2.21 -4.88 -1.76
H 0.94 -6.39 -3.33
H -0.61 -5.85 -2.61
H 0.59 -6.75 -1.69
H -1.94 -1.82 -2.64
H -1.86 -1.79 -0.96
H -1.84 -3.37 -1.90
O -2.11 1.03 -0.38
S -2.55 0.11 -1.47
O -2.97 -1.27 -1.13
O -3.73 0.94 -2.26
C -3.54 2.35 -2.51
C -3.92 3.27 -1.29
C -1.23 0.05 -2.81
H -4.13 2.58 -3.39
H -2.51 2.53 -2.81
H -3.33 3.09 -0.40
H -4.95 3.20 -0.95
H -3.79 4.33 -1.52
H -0.30 -0.33 -2.39
H -0.94 1.07 -3.08
H -1.59 -0.47 -3.70
O -2.60 4.33 -1.51
S -1.24 3.92 -1.68
O -0.79 3.09 -2.74
O -0.28 5.33 -1.66
C 0.34 5.71 -2.90
C 0.00 7.16 -3.33
C -0.62 3.11 -0.14
H 0.24 5.01 -3.72
H 1.41 5.85 -2.79
H 0.23 7.92 -2.58
H -1.06 7.33 -3.51
H 0.59 7.37 -4.22
H -1.22 3.56 0.64
H 0.40 3.38 0.15
H -0.87 2.05 -0.09
O 1.30 -5.20 6.04
S 1.95 -4.65 4.87
O 2.19 -5.53 3.73
O 1.00 -3.34 4.40
C 1.54 -2.68 3.23
C 0.33 -1.83 2.72
C 3.53 -3.75 5.49
H 2.02 -3.33 2.49
H 2.30 -2.04 3.67
H 0.05 -1.17 3.53
H -0.58 -2.42 2.57
H 0.47 -1.40 1.73
H 3.19 -3.08 6.28
H 3.74 -3.10 4.64
H 4.33 -4.37 5.89
C 4.30 0.16 2.70
N 3.18 0.99 2.17
O 3.28 1.59 1.11
O 2.09 0.90 2.85
H 3.81 -0.36 3.52
H 5.10 0.87 2.91
H 4.65 -0.50 1.90
C 1.27 -0.56 0.84
N 0.62 0.30 -0.18
O 0.55 1.51 0.09
O 0.25 -0.22 -1.19
H 2.21 -0.94 0.44
H 0.54 -1.37 0.93
H 1.41 0.07 1.72
C -1.61 0.21 1.63
N -2.38 1.23 2.39
O -3.55 0.96 2.89
O -2.01 2.39 2.36
H -0.83 0.67 1.01
H -2.28 -0.47 1.11
H -0.97 -0.35 2.32
C 1.06 2.18 -2.34
N 2.04 3.07 -1.62
O 1.68 4.22 -1.40
O 3.08 2.57 -1.24
H 1.56 1.24 -2.51
H 0.81 2.72 -3.25
H 0.27 2.01 -1.60
```

Output
ΔE to the lowest compared entry with this formula, charge and spin: 30.2750 eV
maximum force: 15.8 eV/Å
HOMO level: -7.5805 eV

---

- Which of these has the highest ΔE to the lowest compared entry with this formula, charge and spin?
  C17H48N4O21S4